# 1
DFT (ωB97M-V/def2-TZVPD) results for a cluster of 3 separate species, C30H51F2INO9 in total.

Geometry as XYZ:
```
94
Properties=species:S:1:pos:R:3:forces:R:3
C 5.9889 -2.7470 0.3057 0.06 0.11 0.17
O 7.2225 -2.0775 0.5040 0.16 -0.11 -0.11
C 7.3149 -0.8105 -0.1184 -0.09 0.07 0.10
C 6.5501 0.2868 0.6363 0.09 0.05 0.03
C 6.0225 1.4311 -0.2556 0.02 -0.15 0.06
C 4.5007 1.6108 -0.2440 -0.07 -0.04 0.05
C 3.7177 0.5495 -1.0512 0.19 0.11 0.20
C 3.1011 -0.5342 -0.1685 -0.09 -0.06 -0.03
C 1.8998 -0.0559 0.6634 0.02 0.07 0.03
C 0.7788 -1.0953 0.7920 -0.01 -0.06 0.05
C -0.3833 -0.8451 -0.1642 0.01 0.07 -0.14
C -1.5019 -1.8952 -0.0622 0.03 -0.09 -0.02
C -2.8796 -1.3029 0.2353 -0.04 0.08 0.04
C -3.4899 -0.6647 -1.0088 0.05 0.03 0.00
C -4.8887 -0.0154 -0.8869 -0.08 -0.01 -0.05
C -5.0726 0.8247 -2.2033 0.04 0.04 -0.15
C -6.3301 0.5785 -3.0001 0.17 -0.32 0.23
O -7.3786 1.0913 -2.8845 -0.21 0.25 -0.08
I -6.0959 -1.0073 -4.5109 0.04 0.02 -0.12
C -4.9527 0.8987 0.3381 -0.03 0.12 -0.11
C -6.3160 1.5653 0.6203 0.00 -0.15 -0.08
C -6.4813 1.7901 2.1434 0.07 0.08 0.02
C -6.4879 2.9031 -0.1118 0.02 0.08 -0.08
N -7.3986 0.6791 0.1211 -0.06 -0.02 0.36
O -8.5764 1.0980 0.3583 -0.02 0.03 -0.10
C -7.2370 -0.7951 0.0177 0.10 0.18 0.02
C -8.4392 -1.3377 -0.7485 -0.09 -0.06 -0.01
C -7.2289 -1.3979 1.4306 0.01 -0.11 -0.04
C -5.9283 -1.1400 -0.7277 0.05 -0.08 0.04
H 5.4014 -2.2809 -0.4909 0.04 -0.05 -0.02
H 6.1954 -3.7840 0.0364 0.00 0.00 0.01
H 5.4010 -2.7284 1.2268 -0.11 -0.05 -0.11
H 8.3816 -0.5832 -0.1466 -0.02 0.05 -0.07
H 6.9654 -0.8717 -1.1578 -0.06 -0.06 0.02
H 5.7378 -0.1843 1.1950 -0.07 0.01 -0.09
H 7.2186 0.7053 1.3919 -0.05 -0.07 0.07
H 6.3475 1.2564 -1.2841 0.02 0.08 0.00
H 6.4918 2.3667 0.0511 -0.02 0.02 -0.03
H 4.2628 2.6162 -0.6041 0.03 -0.03 -0.09
H 4.1528 1.5844 0.7951 -0.01 0.09 -0.03
H 4.3935 0.0986 -1.7854 -0.04 0.00 -0.02
H 2.9122 1.0330 -1.6151 0.01 -0.04 -0.02
H 2.7997 -1.3920 -0.7799 -0.04 0.09 -0.08
H 3.8619 -0.9070 0.5155 -0.02 -0.14 0.00
H 2.2373 0.2233 1.6627 0.05 0.05 -0.03
H 1.4921 0.8557 0.2090 -0.03 -0.03 0.05
H 1.1868 -2.0925 0.5992 0.00 -0.02 0.07
H 0.3920 -1.1221 1.8150 -0.01 0.03 -0.01
H 0.0089 -0.7981 -1.1860 -0.03 0.03 0.01
H -0.7972 0.1489 0.0454 0.04 -0.01 -0.01
H -1.2475 -2.6095 0.7251 0.01 0.01 -0.01
H -1.5586 -2.4674 -0.9929 0.00 -0.08 0.06
H -2.7607 -0.5519 1.0221 -0.01 -0.04 0.03
H -3.5365 -2.0781 0.6401 -0.01 0.00 -0.05
H -3.5640 -1.4309 -1.7906 0.04 0.05 -0.04
H -2.7843 0.0867 -1.3810 -0.02 0.03 0.02
H -4.2388 0.6231 -2.8715 0.02 0.00 -0.01
H -5.0702 1.8909 -1.9766 0.03 -0.02 0.02
H -4.2065 1.6937 0.2316 0.04 -0.05 0.10
H -4.6611 0.3165 1.2125 -0.06 -0.06 -0.01
H -6.8753 2.7832 2.3550 -0.02 -0.04 -0.01
H -5.5256 1.6929 2.6607 0.01 0.04 -0.02
H -7.1735 1.0722 2.5747 0.01 -0.05 0.00
H -7.2787 3.4873 0.3526 -0.04 -0.03 -0.02
H -6.7724 2.7522 -1.1514 0.03 0.03 0.02
H -5.5624 3.4818 -0.0701 -0.02 0.01 0.07
H -8.1974 -2.3309 -1.1316 0.00 -0.01 0.04
H -9.3128 -1.4225 -0.1050 -0.02 0.09 -0.02
H -8.6906 -0.6871 -1.5848 0.02 -0.05 -0.02
H -8.0384 -0.9741 2.0248 -0.03 -0.02 -0.02
H -7.3914 -2.4757 1.3542 0.05 0.01 0.02
H -6.2809 -1.2404 1.9476 -0.01 0.07 0.01
H -6.1566 -1.5633 -1.7067 -0.01 0.00 0.07
H -5.4531 -1.9487 -0.1686 -0.01 -0.01 -0.04
C 4.2135 2.4574 -4.1530 0.08 -0.03 0.01
C 4.5549 3.7791 -4.8145 0.00 0.01 0.01
O 5.6369 4.2447 -4.0385 0.06 -0.03 -0.14
C 6.2404 3.1758 -3.4473 0.02 0.01 0.05
O 7.2859 3.2127 -2.8964 -0.04 -0.02 0.00
O 5.4755 2.0680 -3.6026 -0.07 0.01 0.01
F 3.5348 4.6673 -4.7375 -0.03 0.02 0.07
H 3.4935 2.6143 -3.3485 -0.02 0.02 -0.02
H 3.8573 1.6929 -4.8363 0.08 -0.03 -0.01
H 4.8684 3.7063 -5.8575 -0.07 0.04 -0.02
C 6.4508 -2.8937 5.0251 0.04 0.02 -0.02
C 6.0426 -1.5696 5.6465 -0.11 -0.04 -0.01
O 5.1765 -1.0232 4.6725 -0.12 -0.04 0.12
C 4.7026 -2.0278 3.8888 0.11 0.03 -0.18
O 3.8558 -1.9018 3.0688 -0.04 0.03 0.07
O 5.3400 -3.1836 4.1739 0.01 -0.01 -0.04
F 7.0938 -0.7369 5.8230 0.08 0.02 -0.06
H 7.3479 -2.7589 4.4185 0.02 0.01 0.04
H 6.5872 -3.6999 5.7385 -0.07 -0.01 0.00
H 5.5059 -1.6521 6.5933 0.07 0.05 0.03
```
Forces are in eV/Å.

Output
Highest occupied orbital energy (spin up / spin down) (eV): -7.901 / -9.349
Calculated total energy (eV): -65388.74614
LUMO energy (spin up / spin down) (eV): 0.4 / 0.4
Multiplicity: 2



# 2
DFT (ωB97M-V/def2-TZVPD) results for the molecule C3H4O2.

Geometry as XYZ:
```
9
Properties=species:S:1:pos:R:3:forces:R:3
C 1.4972 -0.5435 0.0008 -1.11 -2.77 0.86
C -1.3456 0.0428 0.6700 -0.59 -0.53 -0.93
C -0.3840 0.7427 -0.2004 -2.85 -0.50 -0.41
O 0.9494 0.6933 -0.1906 1.13 -0.73 0.46
O -1.0105 -0.5172 -0.5778 -0.68 0.91 0.71
H 2.5279 -0.6409 -0.0171 1.86 0.96 -0.24
H 1.0701 -1.6105 0.2149 -0.44 2.89 -0.49
H -2.4691 0.2309 0.8124 1.77 -0.11 0.15
H -0.8355 1.6022 -0.7122 0.93 -0.12 -0.10
```
Forces are in eV/Å.

Output
Highest occupied orbital energy (spin up / spin down) (eV): -8.897 / -7.686
Calculated total energy (eV): -7264.45318
LUMO energy (spin up / spin down) (eV): 0.7 / -0.2
ΔE to the lowest compared entry with this formula, charge and spin (kcal/mol): 143.7



# 3
DFT (ωB97M-V/def2-TZVPD) results for the molecule C24H25F3N2O5.

Geometry as XYZ:
```
59
Properties=species:S:1:pos:R:3:forces:R:3
C -3.7691 5.9345 -7.0170 0.17 -0.34 0.27
C -2.6676 5.0356 -6.4894 0.29 0.25 -0.31
O -3.2055 4.2303 -5.4352 -0.44 0.16 -0.09
C -2.3401 3.4805 -4.7533 -0.07 -0.17 0.39
O -1.1561 3.4600 -4.9635 0.12 -0.01 -0.06
C -3.0556 2.6400 -3.7120 0.38 -0.03 -0.18
C -2.1470 2.3750 -2.5119 -0.25 0.01 0.04
C -2.8257 1.4189 -1.5285 0.35 0.37 0.10
N -3.2023 0.1945 -2.1929 -0.22 0.12 -0.01
C -2.5960 -1.0066 -2.0308 -0.05 -0.04 0.17
O -2.8147 -1.9534 -2.7639 0.15 -0.23 -0.16
C -1.6684 -1.1353 -0.8624 0.00 -0.20 0.18
C -2.1383 -1.0567 0.4413 0.10 -0.02 -0.32
C -1.2907 -1.2624 1.5169 0.19 -0.05 0.32
C 0.0493 -1.5506 1.2916 0.00 0.00 -0.25
O 0.9794 -1.7659 2.2739 -0.04 0.01 -0.18
C 0.5769 -1.6809 3.6208 -0.30 0.08 0.41
C 1.7560 -1.9440 4.5630 -0.10 0.02 -0.59
O 1.6276 -1.8287 5.7584 -0.17 0.05 0.24
N 2.8863 -2.3090 3.9084 -0.10 -0.02 -0.55
C 4.1380 -2.6213 4.4309 0.43 -0.08 0.38
C 5.1559 -2.9549 3.5364 -0.08 0.03 0.09
C 6.4186 -3.2719 3.9959 -0.03 0.03 0.01
C 6.6932 -3.2626 5.3532 -0.09 0.03 0.19
C 5.6775 -2.9356 6.2401 0.11 -0.08 -0.12
C 5.9563 -2.8873 7.7164 0.12 0.09 0.34
F 7.0358 -3.6039 8.0689 0.15 -0.14 -0.19
F 6.1907 -1.6298 8.1426 -0.03 0.16 -0.13
F 4.9380 -3.3491 8.4558 -0.25 -0.06 -0.10
C 4.4035 -2.6117 5.7972 0.00 0.00 0.06
C 0.5232 -1.6415 -0.0167 0.03 0.00 0.21
C -0.3304 -1.4461 -1.0811 -0.11 0.05 0.08
C -4.0930 0.3927 -3.3166 -0.09 -0.25 -0.41
C -3.4486 1.3040 -4.3596 -0.21 0.05 0.22
H -4.5943 5.3352 -7.3918 -0.10 -0.01 -0.08
H -3.3818 6.5501 -7.8234 0.02 0.07 -0.09
H -4.1396 6.5790 -6.2245 -0.05 0.10 0.04
H -1.8282 5.6172 -6.0931 -0.11 -0.12 -0.09
H -2.2825 4.3738 -7.2731 0.00 0.09 0.13
H -3.9614 3.1702 -3.4034 0.02 -0.02 0.00
H -1.2137 1.9367 -2.8693 0.04 0.02 0.03
H -1.9083 3.3109 -2.0050 0.06 0.02 0.02
H -3.7324 1.8890 -1.1274 0.06 -0.03 0.07
H -2.1513 1.1984 -0.7012 -0.16 0.09 -0.08
H -3.1815 -0.8432 0.6235 -0.10 0.05 0.02
H -1.6888 -1.1993 2.5170 -0.01 -0.01 0.11
H 0.1805 -0.6850 3.8588 0.08 -0.13 -0.02
H -0.1992 -2.4234 3.8529 0.11 0.10 -0.03
H 2.8058 -2.3436 2.8986 -0.04 0.03 0.23
H 4.9491 -2.9635 2.4759 -0.03 -0.01 -0.13
H 7.1969 -3.5275 3.2938 0.06 -0.02 -0.08
H 7.6769 -3.5097 5.7192 0.07 -0.03 0.03
H 3.6246 -2.3593 6.4982 -0.01 -0.01 0.00
H 1.5643 -1.8738 -0.1768 0.12 -0.02 -0.02
H 0.0358 -1.5328 -2.0924 0.05 -0.04 -0.11
H -5.0246 0.8392 -2.9512 0.01 -0.02 -0.02
H -4.3047 -0.5888 -3.7444 -0.06 0.17 0.08
H -2.5537 0.8199 -4.7555 0.02 -0.03 -0.04
H -4.1447 1.4738 -5.1818 0.00 -0.02 -0.05
```
Forces are in eV/Å.

Output
SMILES string: CCOC(=O)C1CCN(C(=O)c2ccc(OCC(=O)Nc3cccc(C(F)(F)F)c3)cc2)CC1
Highest occupied orbital energy (eV): -8.993
Calculated total energy (eV): -46666.09659
LUMO energy (eV): 0.5
ΔE to the lowest compared entry with this formula, charge and spin (kcal/mol): 0.3